1.
ORCA calculation (ωB97M-V/def2-TZVPD) on a structure of composition C26H70O10 in a non-equilibrium geometry.

## Properties
- E_tot: -1784.4642 hartree
- Spin multiplicity: 1
- Molecular weight: 542.8 g mol⁻¹
- ΔE to the lowest compared entry with this formula, charge and spin: 308.42 kcal/mol
- E_HOMO: -0.3406 Eh
- HOMO-LUMO gap: 9.3 eV

Last column: Mulliken charge in e.
Cartesian coordinates (Å):
H1 0.5426 2.6111 -1.6138  -0.304
H2 1.7963 -5.1664 -3.9567  0.242
H3 0.6022 5.8448 -1.0277  0.449
H4 1.2162 -5.7106 3.0291  0.338
H5 -0.3287 1.1055 1.2081  0.300
C1 -3.4836 1.0151 -3.4232  -1.482
H6 3.0040 5.4161 -0.4682  0.218
H7 2.5783 -4.8500 -2.4653  0.175
H8 -1.9349 -2.6120 0.2702  0.065
H9 -4.8270 -2.8159 2.4691  0.382
H10 1.3930 3.0851 1.0870  -0.036
H11 0.4022 1.2462 3.2374  0.067
H12 2.3089 1.3448 -2.5557  -0.064
H13 -1.8014 3.5133 2.9218  -0.069
C2 1.3344 -4.4023 1.1515  2.075
C3 -3.7332 -0.0522 -2.3354  1.632
H14 -2.3188 -2.3343 2.3530  -0.110
C4 2.5607 -5.0956 0.7071  -1.979
O1 -3.7540 2.1312 1.6938  -0.237
H15 1.0176 -0.7431 -3.8106  0.048
C5 3.4879 1.5533 3.0577  -1.823
C6 2.2658 2.4564 2.8006  0.686
O2 -2.0975 0.1708 0.6911  -0.027
C7 -0.5996 0.4097 0.5893  -0.127
H16 -2.7656 4.9664 2.9492  0.260
H17 -4.9008 3.7725 2.2397  0.110
H18 2.5682 -6.0661 0.4950  0.480
H19 0.4702 5.4079 0.7049  0.326
H20 -0.3968 0.8238 -0.4255  -0.104
H21 -2.5498 0.7823 -4.1128  0.239
H22 3.5226 1.5634 -0.7306  -0.853
H23 3.8278 1.6315 4.0383  0.514
O3 -4.0710 -1.2541 -2.7593  -0.544
C8 1.1789 -4.6784 2.6967  -1.535
C9 0.9061 -2.1027 -4.0231  -1.242
H24 1.1178 2.1832 4.7041  0.354
O4 3.7215 -0.4656 -1.1873  -0.580
O5 0.4891 -3.4363 -2.1507  -0.484
C10 0.9861 2.1637 3.5193  -0.774
H25 3.3655 -5.0021 1.5267  0.326
H26 -2.8453 -0.1837 -1.5730  -0.575
H27 2.6504 3.6473 -0.7472  -0.338
H28 3.0074 -3.8867 -4.2418  0.384
H29 -5.6453 0.4631 -1.9559  0.678
H30 1.5174 -3.3766 0.8984  -0.704
C11 -4.8763 0.4571 -1.3837  -1.212
C12 0.2761 3.6320 -1.7913  -1.266
H31 2.4729 3.5182 2.8495  0.448
O6 1.9893 2.2562 1.4027  -0.340
C13 -2.7146 -4.4857 2.7998  -1.934
H32 -0.4702 -4.7288 0.5664  0.397
H33 0.2305 2.9379 3.3521  0.041
H34 -4.6522 -3.5102 0.8486  0.356
H35 -3.3998 1.9218 -3.0012  0.387
H36 -3.4184 -5.2467 2.4707  0.381
C14 2.3096 -4.2056 -3.4168  -1.230
C15 -2.8538 3.8075 3.1119  -1.267
H37 5.8908 1.4460 -0.5979  0.407
H38 0.0926 -2.6517 -4.4862  0.396
H39 2.9333 4.5990 -2.2104  0.348
C16 0.9590 4.7281 -0.9561  0.344
C17 -3.1451 4.1415 0.4789  -1.171
H40 0.1657 -4.1541 3.0182  0.124
H41 2.1790 -2.4805 -2.2195  -0.064
C18 0.1912 -0.7727 0.8385  0.506
H42 5.5204 2.3549 -1.7961  0.360
C19 3.2479 1.1828 -2.8528  -1.598
H43 -4.2734 1.6324 2.3099  0.182
H44 -4.2353 0.9678 -4.1899  0.395
C20 -4.2014 -2.8258 1.5565  -1.227
O7 -1.9924 -3.5065 0.7574  -0.479
H45 -3.5082 -1.7882 -3.0730  0.303
H46 2.9539 -4.5788 -0.0495  0.483
H47 3.6229 2.0342 -3.1182  0.590
H48 5.9880 0.7217 -2.5138  0.263
H49 0.4997 3.8136 -3.0274  0.320
H50 -0.0508 -1.6858 0.2209  -0.064
H51 -4.3345 -1.7912 1.0582  0.026
H52 -3.7330 3.9550 -0.3449  0.460
H53 3.3739 0.5785 2.7588  0.331
H54 -2.3420 1.0048 1.0040  -0.058
H55 0.2008 -1.0737 2.0320  -0.123
C21 3.9552 0.9038 -1.5232  1.825
H56 -0.7046 3.7280 -1.8553  0.790
O8 0.5868 4.4916 0.3882  -0.467
H57 -3.0519 -4.2204 3.6359  0.723
C22 -3.6800 3.5150 1.7777  0.365
H58 3.6542 0.4715 -3.4271  0.671
H59 -2.0356 3.7150 0.1939  -0.067
C23 2.4405 4.6305 -1.1973  -0.417
H60 1.7140 0.4508 0.8757  -0.070
C24 -2.8173 -3.2475 1.9253  1.420
H61 -4.9398 -0.2100 -0.5671  0.095
H62 -1.7323 -4.9531 3.0168  0.334
H63 2.8894 -0.6337 -0.7004  0.490
C25 1.5438 -3.0410 -2.8997  1.220
O9 0.3760 -5.0886 0.4197  -0.588
C26 5.4705 1.2531 -1.5832  -1.369
H64 -3.1839 5.1778 0.4970  0.617
H65 -2.9379 3.4921 3.9442  0.835
H66 4.2648 1.8940 2.4672  0.503
H67 1.9143 -4.2874 3.2607  0.602
H68 1.6740 -2.1191 -4.8228  0.380
O10 1.5917 -0.4986 0.6087  -0.286
H69 0.7747 -4.1177 -1.5704  0.179
H70 -4.4483 1.4153 -0.7456  0.042

Forces on atoms 1 to 2 (eV/Å):
H 0.523 -0.386 0.595
H -0.067 2.759 0.865

2.
ORCA calculation (ωB97M-V/def2-TZVPD) on a cluster of 2 separate species, C3H12N4 in total in a non-equilibrium geometry.

## Properties
- E_tot: -340.4399 hartree
- Spin multiplicity: 1
- Structure (SMILES): N/C=C\N.CNN
- Molecular weight: 104.2 g mol⁻¹
- ΔE to the lowest compared entry with this formula, charge and spin: 56.78 kcal/mol
- E_HOMO: -0.2619 Eh
- HOMO-LUMO gap: 8.2 eV

Last column: natural (NBO) charge in e.
Cartesian coordinates (Å):
H1 -0.2510 -1.7400 -0.4520  0.385
H2 3.0538 0.9238 0.3563  0.166
H3 1.5814 1.6378 -0.3535  0.196
H4 -1.5732 -1.6907 0.5006  0.349
H5 1.5812 1.0943 1.3557  0.213
H6 -3.0866 -0.4708 1.3282  0.355
C1 1.9556 0.8997 0.3542  -0.433
N1 1.4853 -0.4935 -0.1201  -0.474
H7 -0.7239 0.4631 -1.3434  0.182
C2 -1.1476 0.0488 -0.4377  -0.050
N2 2.1126 -1.0225 -1.2867  -0.667
H8 1.6818 -1.1454 0.6383  0.342
H9 -3.4631 1.0873 1.6276  0.369
N3 -1.1900 -1.3595 -0.3756  -0.829
H10 3.1234 -0.8714 -1.2902  0.324
H11 1.7174 -0.5437 -2.0917  0.346
N4 -2.6969 0.4605 1.4150  -0.842
C3 -1.9427 0.8790 0.2893  -0.121
H12 -2.2174 1.8433 -0.1142  0.190

Forces on atoms 1 to 2 (eV/Å):
H -0.213 0.048 -0.122
H -0.072 0.160 0.069

3.
ORCA calculation (ωB97M-V/def2-TZVPD) on a cluster of 9 separate species, C6H27NO9 in total in a non-equilibrium geometry.

## Properties
- E_tot: -976.6581 hartree
- Spin multiplicity: 1
- Structure (SMILES): C[C@@H]1CCCN1C=O.O.O.O.O.O.O.O.O
- Molecular weight: 257.3 g mol⁻¹
- ΔE to the lowest compared entry with this formula, charge and spin: 47.48 kcal/mol
- E_HOMO: -0.3469 Eh
- HOMO-LUMO gap: 9.7 eV

Last column: natural (NBO) charge in e.
Cartesian coordinates (Å):
H1 2.7894 1.4631 2.4626  0.235
H2 -2.5526 0.9393 -2.1105  0.499
H3 1.8931 -0.6891 1.4850  0.220
H4 -2.5323 2.3579 -3.5199  0.484
H5 1.1053 1.8888 2.3603  0.216
O1 -0.1340 -1.1912 -1.0285  -0.690
C1 2.2240 2.5389 0.5378  -0.422
H6 1.0745 -2.4369 1.3368  0.493
H7 0.8454 -0.1911 -2.2599  0.156
C2 1.9898 1.5587 1.7024  -0.421
C3 1.3682 0.2553 1.1995  -0.047
C4 1.9798 1.6428 -0.6299  -0.203
H8 -0.8843 -3.4156 0.7760  0.478
H9 -1.4816 3.6667 0.1377  0.468
O2 3.7690 -2.5896 0.4679  -1.005
H10 -0.8276 -0.4556 1.1200  0.241
H11 2.9630 1.5560 -1.1809  0.195
C5 -0.0511 0.0455 1.7717  -0.640
H12 2.8510 -2.9530 0.4413  0.500
H13 1.3883 3.2957 0.5542  0.206
H14 3.1759 3.0526 0.5633  0.232
O3 -2.1253 3.3559 -0.5378  -0.987
N1 1.3458 0.4147 -0.2553  -0.443
H15 -2.4893 -2.7709 -0.7819  0.465
O4 -2.8849 1.0920 0.7340  -1.019
H16 -1.5976 2.6763 -2.3503  0.510
O5 -0.7885 -3.9511 1.5665  -0.962
H17 -0.0048 -0.7569 2.4820  0.211
H18 0.7614 -3.3344 0.0204  0.505
H19 3.9829 -1.9543 -0.1859  0.462
H20 -1.3847 -4.6916 1.5072  0.482
H21 -1.5229 -2.7445 -1.8705  0.491
O6 -1.7858 2.0030 -3.0054  -0.941
H22 1.2510 2.1317 -1.4596  0.192
O7 -2.0911 -3.4188 -1.3694  -0.952
C6 0.7507 -0.3534 -1.2363  0.556
H23 -0.5270 0.9214 2.1127  0.214
O8 1.2825 -2.6238 0.4389  -0.949
H24 -3.6363 0.8572 1.2811  0.485
H25 -2.6257 0.4160 0.0500  0.520
H26 -1.6708 -0.3299 -1.6057  0.482
H27 -2.6176 2.7380 0.0079  0.508
O9 -2.5749 -0.0156 -1.7295  -1.024

Forces on atoms 1 to 2 (eV/Å):
H -0.023 -0.247 -0.915
H 0.662 -2.246 0.597

4.
ORCA calculation (ωB97M-V/def2-TZVPD) on a structure of composition C24H32BeF3LiN3NaO7S in a non-equilibrium geometry.

## Properties
- E_tot: -2505.4473 hartree
- Total charge: +2
- Spin multiplicity: 1
- Molecular weight: 602.5 g mol⁻¹
- E_HOMO: -0.4225 Eh
- HOMO-LUMO gap: 1.9 eV

Last column: Mulliken charge in e.
Cartesian coordinates (Å):
H1 -2.3174 -1.7265 3.8527  0.305
H2 2.4771 -0.8983 -3.0013  0.247
H3 7.7801 4.7475 0.1148  0.414
F1 -1.1077 -4.0044 3.7113  -0.476
H4 -4.0546 -2.6136 -3.0013  0.308
O1 -3.7412 2.4726 3.7115  -0.828
H5 -6.0337 -4.2644 1.7958  0.374
H6 -2.0561 -3.0101 7.1514  0.342
C1 -0.7370 -3.8266 -1.8781  -0.408
O2 -3.2014 -1.7879 4.2508  -0.341
H7 8.4715 3.8128 -4.7057  0.380
H8 4.1028 1.0855 -1.6994  0.296
Na1 -5.7138 3.4453 4.1245  0.933
H9 -1.1260 -2.1837 5.8803  0.357
H10 -4.1902 -2.3152 1.7327  0.431
H11 -1.9545 -3.1260 2.2999  0.345
H12 0.3339 2.6570 -3.7402  0.473
Be1 2.7031 2.3321 -3.9885  0.126
H13 -2.5722 2.4909 0.6168  -0.011
H14 -0.5968 -4.9825 -1.8717  0.389
H15 0.8787 1.1155 -4.6541  0.372
H16 5.7529 1.1108 -1.3907  0.357
C2 -3.1290 -2.7340 5.3014  -0.077
C3 -5.5525 -4.0793 -1.9653  -0.537
C4 -0.3976 -0.2026 -1.1468  0.361
H17 1.7910 -2.2535 -1.9472  0.313
C5 -1.1516 -2.5876 -1.6407  -0.210
H18 -2.8573 -3.7108 4.8776  0.244
N1 5.0031 0.6284 -1.9000  -0.402
N2 -1.4300 -1.2279 -1.1271  0.624
H19 -1.2898 -2.3520 1.1647  0.316
C6 -2.8324 -1.0671 -0.5868  -0.028
H20 -0.6492 1.0961 -3.5630  0.311
C7 -2.2718 1.4722 0.1284  0.381
O3 -1.0880 -2.8596 1.9647  -0.611
C8 9.0854 4.9389 -1.5726  0.231
H21 -0.0854 2.0964 -0.3563  0.459
C9 -3.9222 -2.2714 -0.6252  0.090
Li1 -5.2638 2.0420 0.0276  0.969
C10 -4.5245 -2.7967 0.7420  -0.289
C11 7.1335 3.6228 -3.0294  -0.308
C12 -5.6291 -3.9435 0.7618  -0.513
C13 8.3143 4.0214 -3.6521  -0.401
C14 0.4422 1.5122 -3.6526  -1.248
H22 -4.3803 0.3836 0.4243  0.318
F2 10.0286 5.5743 -0.8692  -0.285
C15 -2.1180 -2.2905 6.3321  -1.042
C16 7.9156 4.5421 -0.9410  -0.553
O4 -3.5726 4.7899 4.3562  -0.691
O5 -1.5756 3.4997 3.9664  -0.616
C17 -3.3094 0.2793 0.0300  -0.393
H23 6.3665 3.1059 -3.6008  0.287
C18 9.2933 4.6879 -2.9217  -0.378
H24 6.0083 3.5772 -1.1913  0.443
C19 1.3491 1.0610 -2.3635  0.363
H25 0.7679 -1.5491 -3.3742  0.342
H26 -4.1356 -2.8215 5.7575  0.441
C20 -0.8238 1.2043 -0.4661  -0.716
H27 5.1913 0.6723 -2.9077  0.359
N3 0.9522 -0.2173 -1.6362  0.390
C21 -6.1598 -4.6176 -0.5852  -0.353
O6 2.3444 1.7451 -1.9117  -0.710
C22 1.4868 -1.2694 -2.4992  -0.913
H28 10.2141 5.0131 -3.3920  0.421
H29 -6.9597 -5.4576 -0.5296  0.350
O7 -2.9873 4.1156 2.1098  -0.706
H30 -5.9852 -4.5644 -2.9325  0.327
S1 -2.9662 3.7199 3.5379  1.306
H31 4.9634 -0.3514 -1.6018  0.398
H32 -2.3894 -1.3120 6.7403  0.320
F3 -4.7887 -4.3407 6.5916  -0.400
C23 -4.4548 -2.9403 -1.9625  -0.118
C24 6.9318 3.8852 -1.6744  -0.249

Forces on atoms 1 to 2 (eV/Å):
H 0.179 -0.326 -0.099
H -1.783 -0.395 0.905